Record 1
{
  "formula": "C29H55As3IN4O6SSbYb",
  "method": "the ωB97M-V functional and the def2-TZVPD basis",
  "multiplicity": 2,
  "total_charge": 1,
  "e_above_lowest_kcal_mol": 20.7,
  "homo_lumo_gap_ev": [5.50, 5.34],
  "e_tot_ev": -288717.9501,
  "lumo_ha": [-0.161, -0.161],
  "s_squared": 0.75,
  "symbols": ["C", "H", "H", "H", "H", "H", "H", "C", "N", "H", "H", "H", "O", "C", "O", "H", "H", "H", "C", "H", "C", "H", "H", "H", "C", "As", "H", "H", "H", "H", "O", "H", "H", "C", "C", "H", "C", "As", "H", "C", "H", "C", "H", "H", "Yb", "Sb", "H", "H", "H", "C", "C", "H", "H", "As", "C", "H", "C", "H", "C", "H", "C", "C", "H", "C", "H", "S", "H", "C", "O", "H", "C", "H", "C", "C", "H", "C", "N", "O", "H", "H", "N", "H", "H", "C", "H", "H", "H", "C", "I", "H", "N", "H", "O", "C", "H", "C", "H", "H", "C", "H", "H"],
  "xyz": [[16.094, 11.071, 15.854], [12.051, 16.618, 13.239], [13.445, 8.215, 17.224], [12.373, 15.051, 14.124], [17.117, 13.473, 11.644], [11.984, 17.908, 7.532], [15.314, 12.378, 9.010], [15.202, 6.750, 19.895], [10.444, 15.286, 11.471], [9.170, 16.640, 10.693], [7.985, 8.988, 16.566], [12.341, 9.253, 20.656], [10.353, 12.275, 15.531], [15.807, 6.930, 16.982], [11.343, 15.377, 8.524], [10.579, 18.025, 9.608], [5.492, 10.995, 12.283], [10.168, 12.052, 11.034], [11.356, 14.758, 12.358], [10.034, 17.308, 12.158], [11.407, 9.810, 18.308], [7.822, 10.116, 12.409], [13.749, 16.042, 6.843], [8.812, 10.443, 17.269], [12.840, 17.527, 8.130], [15.507, 8.192, 18.527], [13.274, 15.411, 12.606], [13.777, 11.395, 9.122], [9.430, 6.565, 17.372], [11.800, 18.105, 10.903], [8.062, 13.188, 9.808], [12.590, 13.082, 15.679], [14.708, 7.187, 20.783], [13.643, 11.003, 17.945], [8.719, 9.325, 17.291], [13.096, 7.687, 18.864], [13.671, 12.977, 15.612], [14.068, 11.044, 15.942], [10.160, 7.065, 18.921], [10.429, 13.092, 11.327], [16.860, 6.661, 16.980], [14.364, 12.235, 9.491], [16.542, 11.262, 16.847], [14.352, 17.705, 6.645], [10.829, 11.511, 13.535], [14.813, 11.929, 11.548], [15.655, 7.548, 16.075], [15.691, 14.564, 11.680], [15.134, 6.049, 17.040], [6.268, 11.441, 12.967], [10.164, 16.731, 11.190], [8.445, 8.998, 18.278], [6.594, 13.714, 15.532], [10.551, 8.669, 16.868], [12.325, 15.538, 13.164], [14.150, 13.237, 14.648], [10.867, 9.082, 12.778], [14.816, 16.706, 8.042], [9.797, 14.211, 10.851], [17.450, 10.852, 11.324], [16.406, 10.433, 11.206], [12.964, 10.039, 20.194], [13.104, 11.958, 18.130], [5.887, 12.479, 13.828], [12.606, 11.037, 20.522], [12.155, 16.296, 9.282], [13.978, 9.905, 20.614], [13.995, 16.952, 7.371], [13.264, 15.734, 10.088], [16.280, 10.092, 10.195], [7.557, 10.968, 13.028], [11.200, 6.277, 17.642], [6.780, 12.952, 14.762], [12.920, 9.849, 18.650], [16.240, 9.639, 11.900], [16.125, 13.636, 12.071], [8.513, 11.534, 13.784], [8.929, 13.572, 16.690], [9.923, 8.703, 13.145], [10.814, 9.472, 19.178], [11.386, 13.429, 12.269], [14.587, 5.949, 19.435], [14.081, 13.548, 16.477], [9.176, 12.828, 15.747], [14.683, 11.076, 18.267], [16.359, 11.871, 15.138], [11.805, 9.273, 13.291], [13.519, 8.499, 18.270], [11.288, 8.411, 10.842], [11.005, 10.825, 18.049], [8.562, 14.270, 10.235], [13.780, 13.171, 9.470], [7.866, 15.372, 10.148], [10.344, 6.949, 17.843], [16.370, 10.095, 15.486], [11.192, 17.420, 10.284], [16.181, 6.289, 20.108], [16.216, 13.742, 13.143], [8.109, 12.415, 14.746], [13.208, 18.367, 8.815], [4.894, 12.932, 13.858]],
  "forces_ev_per_a": [[-1.0578, 0.7438, 0.5055], [0.2828, -0.9608, 0.0409], [-0.6242, 0.3350, -0.3105], [0.2840, 0.1382, 0.4698], [-0.1490, 0.0841, -0.0133], [0.5904, -0.3928, 0.2478], [0.1982, -0.0620, -0.6319], [0.3485, -0.0541, -0.5930], [0.2930, 0.0064, 1.0278], [0.8930, 0.5940, 0.4560], [0.0013, -0.0305, -0.0959], [0.1730, 0.4092, -0.1180], [-0.2653, 0.0706, -1.1424], [-0.5242, 0.9052, 0.2232], [-0.4944, 0.1406, 0.5788], [0.4127, 0.0033, -0.1724], [1.1918, 0.4230, 0.7837], [0.2722, 0.6570, 0.1969], [-0.5423, 0.7946, -1.4206], [0.2035, -0.9237, -1.0919], [-1.3716, 0.5525, -0.4002], [0.3555, 0.2401, -0.0524], [-0.2372, -0.1404, -0.2662], [-0.3770, -0.9257, 0.0649], [-0.2656, 0.9765, 1.6279], [-0.4537, -0.7719, 0.3739], [-0.2094, 0.3282, 0.5309], [0.2035, 0.0791, -0.0737], [0.2647, -0.3411, 0.2096], [0.2696, -0.5648, -0.6642], [1.9399, 2.5562, 1.2905], [-0.0875, 0.1273, -0.3754], [0.4228, -0.3939, -0.3937], [0.3528, 0.8061, -0.6652], [0.9946, 1.1237, -0.3976], [-0.3157, 0.1193, -0.0926], [0.9818, -0.3824, 1.0488], [-0.6269, -0.2114, -0.1186], [0.1804, 0.0974, -0.3350], [-0.6102, -0.5125, -0.3980], [-0.0207, -0.2830, 0.1354], [-0.3931, 0.8919, 0.7179], [-0.2009, -0.0764, -0.5572], [-0.1152, -0.4334, 0.2796], [0.6712, -1.5405, 1.0825], [0.7179, -0.4547, 0.8207], [-0.1959, -0.5718, 0.2748], [0.1282, -0.1694, -0.0437], [0.4785, 0.5893, -0.2266], [-1.6488, -0.0288, -0.0947], [-1.0752, -0.4852, 0.7137], [-0.2091, -0.0374, 0.4644], [-0.1939, -0.4739, -0.4812], [0.3307, 0.2291, 0.4751], [-0.2247, 0.4312, -0.9041], [-0.4916, 0.1185, 0.5452], [-0.4441, 3.0912, -0.8564], [0.0014, 0.1158, 0.0613], [1.9086, 0.2854, 1.7202], [-1.2751, -0.3621, -0.0431], [0.5767, 1.6546, 0.2941], [0.5073, -0.0572, 0.1463], [0.4441, -0.4916, 0.0137], [-0.2750, 0.2655, 0.1924], [0.0490, -0.5747, -0.3248], [2.6349, 0.3949, -0.4101], [-0.2296, 0.1559, -0.3306], [0.6440, 0.2735, -0.5997], [-1.7316, 0.7954, -0.6823], [-0.0397, -0.2757, -0.4381], [-0.0162, -0.0005, -0.8369], [-0.5811, 0.3319, 0.1864], [2.4906, -0.4916, 0.7104], [-0.5800, -0.3961, -0.4274], [0.0604, -0.6195, 0.3769], [-0.4843, -0.2710, -0.7898], [-0.8680, 0.2079, 1.2333], [-0.1031, -0.9358, -1.5160], [0.6280, -0.5327, 0.6631], [0.3982, 0.2483, -0.1610], [-1.2086, -0.2442, -0.5746], [0.1118, 0.5939, 0.3352], [-0.0522, -0.0900, -0.8230], [0.5145, 0.6621, 1.5163], [-0.1779, 0.1472, 0.6813], [0.0038, -0.4981, 0.3433], [0.0467, -1.2917, 0.8059], [1.2841, -0.7138, 0.2742], [0.0206, 0.0645, -0.1496], [0.4822, -0.6050, 0.3131], [-5.5555, 0.2782, -2.7073], [0.1705, -0.3978, -0.3312], [2.8276, -3.3618, 0.5396], [0.1288, 0.0863, -0.5167], [0.3219, -0.1540, -0.1119], [-1.0349, 0.1138, 0.9043], [-0.4396, 0.3134, 0.3355], [-0.0437, -0.1619, 0.2971], [-1.1416, 0.5180, -1.0166], [-0.5668, -1.0078, -0.9320], [0.1369, -0.4117, -0.4207]],
  "lowdin_spin": [0.000, 0.000, 0.000, 0.000, 0.000, 0.000, 0.000, 0.000, 0.000, 0.000, 0.000, 0.000, 0.001, 0.000, 0.000, 0.000, 0.000, 0.000, 0.000, 0.000, 0.000, 0.000, 0.000, 0.000, 0.000, 0.000, 0.000, 0.000, 0.000, 0.000, 0.000, 0.000, 0.000, 0.000, 0.000, 0.000, 0.000, 0.000, 0.000, 0.000, 0.000, 0.000, 0.000, 0.000, 0.872, 0.000, 0.000, 0.000, 0.000, 0.000, 0.000, 0.000, 0.000, 0.000, 0.000, 0.000, 0.098, 0.000, 0.000, 0.000, 0.000, 0.000, 0.000, 0.000, 0.000, 0.000, 0.000, 0.000, 0.000, 0.000, 0.000, 0.000, 0.000, 0.000, 0.000, 0.000, 0.000, 0.002, 0.006, 0.000, -0.002, 0.000, 0.000, 0.000, 0.000, 0.000, 0.006, 0.000, 0.018, 0.000, 0.000, 0.000, 0.000, 0.000, 0.000, 0.000, 0.000, 0.000, 0.000, 0.000, 0.000]
}



Record 2
{
  "formula": "C29H55InNO28S7",
  "method": "the ωB97M-V functional and the def2-TZVPD basis",
  "multiplicity": 1,
  "total_charge": -1,
  "e_above_lowest_kcal_mol": 292.6,
  "homo_lumo_gap_ev": 6.19,
  "e_tot_ev": -170784.1840,
  "lumo_ha": 0.062,
  "symbols": ["H", "O", "H", "C", "O", "O", "S", "H", "H", "C", "H", "S", "H", "C", "C", "H", "H", "H", "O", "O", "H", "H", "O", "O", "O", "C", "O", "C", "C", "H", "O", "O", "H", "H", "H", "H", "H", "C", "H", "H", "H", "H", "S", "S", "C", "H", "O", "C", "C", "H", "C", "O", "C", "C", "C", "H", "H", "H", "O", "C", "H", "H", "H", "O", "H", "H", "O", "C", "H", "H", "H", "H", "H", "H", "H", "O", "H", "C", "O", "C", "S", "C", "H", "O", "N", "O", "O", "C", "C", "H", "H", "S", "C", "O", "C", "In", "H", "H", "S", "H", "H", "H", "O", "C", "H", "H", "H", "C", "C", "O", "H", "H", "O", "O", "C", "H", "O", "O", "C", "H", "H"],
  "xyz": [[0.888, -2.229, 2.464], [-6.999, -7.916, -2.287], [-2.995, 5.606, -2.595], [-4.974, -5.197, -3.098], [-2.123, 7.629, -4.933], [-5.822, 0.816, 3.743], [-1.538, -6.955, 4.990], [-8.545, 4.193, 3.686], [4.364, -0.589, -1.239], [-3.718, -5.969, 5.684], [-3.210, -5.447, 0.439], [8.183, 0.288, -0.503], [5.321, 4.480, -0.670], [-4.489, 1.742, -1.233], [-0.125, -2.299, 1.835], [-5.433, 2.390, -1.559], [4.373, 1.997, -1.135], [0.779, -2.699, -2.086], [7.857, 0.842, -1.796], [9.807, 0.204, -0.372], [-4.159, -5.158, 6.267], [1.273, 0.496, 0.807], [1.375, 9.012, -4.346], [7.657, 0.816, 0.736], [-4.605, -7.259, -2.043], [-4.194, -6.506, -3.182], [-6.031, 2.724, 2.144], [-2.121, 6.027, -2.088], [4.639, 3.883, -0.059], [-1.726, -4.590, 2.978], [-2.500, -7.976, 5.821], [-2.023, 7.403, -2.451], [10.134, -1.200, 1.083], [-1.197, -5.856, 1.686], [-4.412, -7.821, 6.620], [-6.300, 4.779, 2.310], [5.493, 8.928, -5.356], [9.124, -2.021, -0.660], [4.545, 6.446, -5.822], [2.647, -3.183, -0.242], [-6.977, 3.870, 4.477], [-2.444, -3.830, -0.154], [2.334, 3.850, 0.884], [-6.748, 1.421, 2.815], [-0.220, -3.837, 1.286], [3.638, 7.823, -6.506], [-0.293, -6.809, 5.708], [-0.831, 5.388, -2.596], [-2.966, 2.105, -1.680], [3.634, -3.065, 2.130], [-1.491, -4.709, 1.838], [-1.603, -7.312, 3.590], [10.174, -1.125, -0.009], [2.793, -2.353, -1.068], [3.815, 2.906, -0.894], [1.580, -1.045, -2.505], [0.780, -4.402, 1.611], [5.381, 7.806, -3.972], [-2.423, -5.603, 5.212], [4.811, 8.331, -4.746], [-1.340, -0.639, 2.817], [-3.158, -1.289, 0.692], [3.466, 3.375, -1.819], [-6.269, -5.555, -2.620], [-4.348, -6.177, 4.813], [-5.673, -0.018, 0.132], [-7.409, 0.679, 1.764], [-3.168, -0.303, 0.028], [0.005, 5.597, -1.921], [3.407, -2.879, -1.939], [-0.930, 4.307, -2.727], [-1.078, -2.111, 3.961], [3.181, -0.378, 0.215], [-4.520, -4.514, -2.373], [-7.583, 3.873, 1.463], [-0.560, 6.018, -3.847], [11.186, -1.352, -0.352], [-7.615, 3.621, 3.623], [-7.886, 2.222, 3.665], [-1.729, 0.250, -0.490], [-6.158, -6.897, -1.701], [-2.762, -4.413, 0.836], [5.404, -2.784, 0.171], [2.560, 7.830, -2.435], [-1.662, 1.461, -1.356], [2.674, 2.593, -0.097], [-0.102, 8.466, -3.641], [3.988, 7.354, -5.580], [1.328, -1.756, -1.605], [-2.241, 5.921, -1.008], [-2.402, -2.170, 2.538], [2.506, 8.298, -3.803], [-1.325, -1.833, 2.846], [2.846, 7.041, -4.784], [4.909, -1.815, 0.621], [0.191, -0.804, 0.105], [-3.113, -6.349, -3.171], [-5.050, -4.699, -4.068], [-1.180, 7.525, -3.842], [-3.108, -6.984, 7.509], [-0.225, -3.836, 0.113], [9.056, -2.997, -0.172], [-6.241, -6.510, -0.311], [-3.497, -7.230, 6.516], [9.332, -2.161, -1.726], [-3.595, -3.761, 1.348], [3.543, -1.146, 2.373], [-4.651, 0.379, -0.276], [3.758, -1.185, -0.409], [2.388, 3.382, 2.251], [5.209, 3.358, 0.714], [-2.885, 3.060, -2.395], [3.855, 9.166, -4.097], [1.203, 4.564, 0.341], [4.254, -2.070, 2.136], [5.736, -0.971, 0.779], [7.891, -1.316, -0.536], [3.683, 4.718, 0.590], [-6.883, 3.856, 2.304], [5.084, -2.183, 2.954], [-4.470, -7.072, -4.078]],
  "forces_ev_per_a": [[-2.1709, -0.0612, -1.2623], [0.8114, 1.2813, 0.9346], [0.0610, -0.0713, 0.0813], [0.7797, 0.3295, 0.1131], [1.2910, 0.0110, 0.8755], [-1.3254, 0.6256, -1.4180], [0.4549, 0.1071, -0.6515], [0.0520, -0.3166, -0.0360], [-1.3613, -1.2894, 1.3931], [-0.5839, -0.3347, -0.1920], [0.6595, 2.2698, 1.0688], [-0.4835, 0.1322, 0.1483], [-0.2798, 0.1083, 0.1425], [3.0851, -2.8311, 1.5513], [0.2737, -0.6028, 0.8152], [2.4238, -1.5103, 0.6914], [-0.2613, 0.0212, 0.2165], [0.9886, 1.9330, 0.9043], [0.3896, -0.3982, 1.7542], [-0.8457, 0.0179, -0.5254], [0.3225, -0.0207, -0.1260], [-0.5105, -0.3710, -0.1725], [9.8286, 1.5289, -2.1966], [0.5181, -0.4911, -1.8242], [-0.8934, 0.4591, 0.5321], [-0.0872, 0.1859, -0.6910], [-0.3480, -0.7067, 0.8522], [-0.2412, -0.7176, -0.1088], [0.3655, -0.6267, 0.0597], [0.4058, 0.1442, -2.3424], [0.2681, 0.5437, -0.6440], [0.5501, -0.0886, -0.4824], [0.0229, -0.0839, -0.0967], [-0.7077, 2.5313, 0.3651], [0.2693, -0.0479, -0.1745], [0.1206, -0.3265, 0.0097], [-0.2602, 0.0824, 0.1361], [0.4935, -0.1627, -0.3354], [-0.2505, 0.0464, 0.1941], [0.0730, 1.6486, -1.5413], [-0.0410, 0.0379, -0.0954], [-0.4235, -1.1202, 2.2646], [-0.3662, -0.6756, 0.2538], [0.5828, -0.4709, -0.1746], [0.6514, -0.3172, 0.8734], [0.0861, -0.0218, 0.0525], [-1.5060, -0.1758, -1.0985], [0.1228, -0.2655, 1.0193], [-1.2796, -1.1586, 1.0671], [0.9864, 1.9933, 0.0751], [0.5772, -0.8665, -1.6419], [0.3415, 0.1488, 2.1362], [-0.0798, -0.5152, 0.4960], [0.2941, 0.3678, 0.2353], [0.2473, 0.2988, -0.4031], [-0.5614, -1.1762, 1.6387], [-2.0366, 1.0972, -0.7053], [0.0310, -0.0285, -0.1372], [0.7086, -0.8575, 0.3769], [0.3221, -0.4553, 0.1582], [-0.0952, -2.4911, 0.1799], [-0.0027, 2.3740, -1.5744], [0.0809, -0.0090, 0.0303], [-0.0759, -1.1552, 0.3232], [-0.0166, 0.0101, 0.1220], [2.2417, 0.8384, -0.8913], [0.7406, 0.6995, 1.5316], [-1.4651, 1.9979, -1.2191], [-0.1283, -0.0921, 0.0106], [-1.2105, 1.0903, 1.6849], [0.0658, 0.2147, -0.1504], [-0.7665, 0.2717, -2.0210], [0.7808, -1.6649, -1.3039], [0.0205, -0.0590, -0.1016], [0.0095, 0.0828, 0.0936], [-0.6637, 1.1353, -0.4519], [-0.1900, 0.2684, -0.0814], [0.3687, 0.5259, 0.1550], [0.3766, -0.3551, -0.7410], [-4.4796, 1.7801, -1.0857], [-0.1013, -0.0139, 0.2809], [-0.3786, -0.2698, -0.4044], [-0.9403, 1.8719, 0.9347], [-0.3415, 0.5578, -1.7576], [-5.3962, -1.6211, 1.6790], [0.1419, 0.9612, 0.8403], [-9.3237, -3.4153, 2.7331], [0.2146, 0.3171, -0.4231], [1.4928, -1.6510, -1.2475], [0.1167, 0.1969, -0.1899], [2.0974, 0.4240, 0.6487], [-0.6469, 0.8650, -0.2567], [0.5808, 1.2436, 0.0273], [0.1410, 0.4851, 0.7527], [-0.3946, 1.0484, 0.6025], [0.5745, 0.1277, 0.5712], [-0.2039, -0.1005, 0.2688], [-0.2196, -0.1546, 0.1954], [-0.7320, -0.0289, 0.4503], [-0.0787, 0.0166, -0.0605], [-0.1215, -0.2459, 2.1565], [-0.2214, 0.2623, -0.0018], [-0.0513, -0.8259, -1.7829], [-0.1806, 0.4250, 0.4544], [0.0407, -0.0211, 0.0950], [1.4713, -1.4284, -1.0110], [1.5429, -2.1036, -0.3688], [5.2176, 2.1373, -1.9991], [1.0986, -0.2341, 0.3020], [-0.3468, 0.8189, -1.7804], [0.0116, -0.0280, -0.1438], [-0.1138, -2.2845, 1.6913], [-0.1509, -0.3813, -0.2085], [1.3154, -0.6367, 0.9202], [-0.0882, -0.0821, -0.8603], [-1.7058, -1.9710, -0.4393], [0.4361, 1.0654, 0.2908], [-0.8849, -0.1884, -0.1859], [-0.5499, 0.1876, -0.1584], [-1.5182, 0.3298, -1.5490], [0.0500, 0.0943, 0.0153]],
  "lowdin_charge": [0.068, -0.247, 0.121, -0.169, -0.244, -0.227, 0.674, 0.133, 0.101, -0.172, 0.071, 0.664, 0.132, -0.084, -0.402, 0.069, 0.124, 0.030, -0.239, -0.198, 0.138, -0.054, -0.269, -0.241, -0.200, -0.177, -0.196, -0.181, -0.177, 0.090, -0.199, -0.197, 0.133, 0.096, 0.134, 0.137, 0.132, -0.169, 0.134, 0.091, 0.132, 0.080, 0.658, 0.666, -0.272, 0.131, -0.234, -0.164, -0.162, 0.065, -0.252, -0.241, -0.178, -0.297, -0.167, 0.033, 0.103, 0.130, -0.204, -0.185, 0.073, 0.051, 0.131, -0.195, 0.136, 0.061, -0.252, -0.076, 0.123, 0.098, 0.123, 0.067, 0.044, 0.132, 0.132, -0.190, 0.134, -0.179, -0.200, -0.268, 0.671, -0.138, 0.102, -0.218, -0.059, -0.230, -0.306, -0.177, -0.325, 0.139, 0.046, 0.714, -0.198, -0.188, -0.253, 0.620, 0.139, 0.137, 0.721, 0.130, 0.077, 0.139, -0.238, -0.180, 0.132, 0.066, 0.089, -0.045, -0.239, -0.240, 0.131, 0.068, -0.199, -0.245, -0.135, 0.076, -0.212, -0.202, -0.177, 0.062, 0.129]
}



> What is the multiplicity in the first record?

2